Here is a structure of composition C10F30InN5O20S10 from the OMol25 dataset. Energies are from ωB97M-V/def2-TZVPD.

```
76
Properties=species:S:1:pos:R:3:forces:R:3
In -0.1504 0.0674 0.1147 -0.19 -0.23 -0.02
C 5.0513 0.7107 -0.7138 -1.71 -0.91 -1.63
F 4.9218 0.5165 -2.0631 0.75 0.19 1.70
F 5.0196 -0.5053 -0.1305 0.27 1.48 -0.30
F 6.2025 1.3129 -0.4563 -0.65 -0.04 0.09
S 3.4611 1.8006 -0.1191 0.76 -1.03 2.64
O 3.2093 1.2387 1.2039 -0.52 0.37 -1.87
O 3.8871 3.1782 -0.1517 -0.29 -1.21 -0.54
N 2.0955 1.4089 -1.2171 2.48 -3.47 5.08
S 2.3147 2.4383 -2.2984 -3.07 5.91 -4.31
O 1.7380 3.7185 -1.8102 0.72 -2.12 -1.78
O 3.6069 2.5364 -2.9392 -0.67 -0.64 0.26
C 1.0079 1.6871 -3.6873 2.36 1.89 1.41
F 0.3714 2.7770 -4.0935 -0.95 -0.35 0.17
F 1.6224 1.2084 -4.7593 -0.13 -0.50 0.39
F 0.2346 0.7789 -3.0919 -0.17 0.21 -0.71
C -2.5390 -2.1314 -3.4123 0.91 0.74 0.59
F -2.7781 -0.8028 -3.1676 -0.24 -1.84 0.06
F -3.6395 -2.8686 -3.5297 0.19 0.72 0.72
F -1.9134 -2.1910 -4.5591 0.56 -0.11 -0.42
S -1.4180 -2.8307 -1.9443 -1.79 -0.72 2.73
O -2.0083 -2.3079 -0.6991 0.80 0.94 -1.46
O -1.4910 -4.2876 -1.9806 0.51 2.31 -0.87
N 0.0964 -2.0106 -2.0302 -4.17 1.25 0.81
S 1.0516 -3.0662 -2.5712 4.72 -4.57 -3.82
O 1.7107 -3.8659 -1.5720 -0.36 0.81 -0.41
O 0.5145 -3.8268 -3.7381 0.86 2.12 1.90
C 2.5201 -2.0144 -3.3368 -0.47 0.43 -1.33
F 3.5085 -2.6936 -3.8903 0.71 -2.15 0.92
F 2.1409 -1.3130 -4.4191 -1.68 0.76 0.27
F 3.0595 -1.1852 -2.4743 -0.34 0.22 0.83
C -3.2369 2.3472 -2.9062 0.20 -0.68 -1.95
F -2.3096 1.7855 -3.7624 -0.74 -0.56 1.84
F -3.4382 3.4913 -3.4733 0.22 2.80 0.35
F -4.4121 1.7617 -3.0089 -0.01 -1.53 0.52
S -2.6599 2.5005 -1.1092 -0.58 3.25 1.94
O -1.2389 2.6207 -1.1589 1.26 -1.28 -0.64
O -3.3034 3.7427 -0.5361 1.05 -4.50 -1.93
N -2.8791 0.8987 -0.4436 3.36 2.45 -2.69
S -4.1825 0.9314 0.3495 -4.86 -2.87 4.03
O -3.9959 1.0153 1.7740 0.17 0.13 -0.72
O -5.1992 1.7360 -0.2674 0.13 0.19 -0.40
C -4.9134 -0.8952 0.1224 4.02 1.23 1.09
F -4.2289 -1.7804 0.8813 0.06 0.40 -0.39
F -6.1207 -0.9450 0.5789 -1.78 0.16 -0.84
F -4.6817 -1.2067 -1.1538 -1.41 -0.35 -0.07
C 3.3842 -2.0893 2.9280 -1.77 0.41 -0.34
F 2.6184 -2.2484 4.0118 0.81 -0.01 -0.39
F 3.7443 -0.8120 2.8552 0.23 -0.68 0.05
F 4.4113 -2.9027 2.9334 0.37 0.15 0.36
S 2.3799 -2.5367 1.3325 0.60 -1.21 -2.53
O 2.6338 -1.4780 0.3556 -0.95 -0.34 1.24
O 2.8359 -3.8949 0.9255 -1.27 3.30 1.83
N 0.6729 -2.3414 1.7619 3.84 3.43 -1.27
S 0.2964 -3.7543 2.1928 -4.78 -5.06 1.17
O 0.0468 -4.6173 1.0519 0.23 0.67 1.20
O 1.0283 -4.2471 3.3339 0.68 0.03 -0.48
C -1.4743 -3.5486 3.0633 1.54 -1.94 -1.96
F -2.1143 -2.5419 2.6007 -1.15 1.35 -0.73
F -2.1806 -4.7099 2.6804 1.00 1.62 1.45
F -1.3426 -3.4046 4.3704 -0.26 -0.75 0.06
C 0.3655 0.9598 4.8832 -0.57 1.56 -1.49
F -0.0392 0.7815 6.1144 -0.23 0.36 0.56
F 1.2182 2.0393 4.8131 -0.78 -2.25 0.35
F 0.8795 -0.1757 4.4625 1.01 0.21 -0.12
S -1.1194 1.2720 3.6482 -0.50 -1.83 0.09
O -1.4246 -0.0292 3.0762 0.96 0.53 -0.25
O -2.2153 1.8947 4.3587 1.73 -0.07 -0.48
N -0.2647 2.1160 2.4224 -0.69 -2.98 1.32
S -0.6903 3.5719 2.7409 -1.79 7.50 -1.72
O -2.1294 3.8342 2.4145 3.36 -0.52 0.79
O -0.1070 4.1812 3.9555 -1.13 -1.49 -1.49
C 0.3125 4.6215 1.3454 -0.47 -1.71 -0.47
F 0.3172 5.9108 1.6031 -0.24 0.40 0.69
F 1.5846 4.2032 1.2888 -0.33 -0.06 0.23
F -0.2362 4.4649 0.1268 0.25 0.07 1.06
```
Forces are in eV/Å.

As for the net charge: -2. As for the highest occupied orbital energy: -6.034 eV. The value obtained for the HOMO-LUMO gap is 3.88 eV.

And the Löwdin charges, in e, turn out to be: In 1.36; C -0.55; F 0.08; F 0.12; F 0.16; S 0.72; O -0.33; O -0.28; N -0.30; S 0.55; O -0.30; O -0.28; C -0.61; F 0.13; F 0.14; F 0.09; C -0.60; F 0.09; F 0.16; F 0.16; S 0.71; O -0.37; O -0.26; N -0.30; S 0.56; O -0.27; O -0.31; C -0.63; F 0.14; F 0.10; F 0.13; C -0.65; F 0.10; F 0.17; F 0.15; S 0.73; O -0.36; O -0.26; N -0.28; S 0.53; O -0.26; O -0.28; C -0.64; F 0.11; F 0.19; F 0.12; C -0.64; F 0.13; F 0.15; F 0.17; S 0.74; O -0.37; O -0.29; N -0.27; S 0.53; O -0.27; O -0.28; C -0.61; F 0.15; F 0.06; F 0.15; C -0.61; F 0.17; F 0.10; F 0.14; S 0.67; O -0.35; O -0.27; N -0.30; S 0.61; O -0.31; O -0.31; C -0.61; F 0.15; F 0.11; F 0.09

Here is a structure of composition C19H20As2F6N2NaO7S3 from the OMol25 dataset. Energies are from ωB97M-V/def2-TZVPD.

```
60
Properties=species:S:1:pos:R:3:forces:R:3
Na 0.6923 1.2745 -1.0619 -0.28 -0.16 0.19
F 3.4345 4.4351 -1.2143 0.01 0.07 0.04
C 2.1425 4.1034 -1.2367 0.06 0.06 0.06
F 1.9674 3.1282 -0.3201 0.00 -0.10 -0.19
F 1.4242 5.1447 -0.8705 -0.02 0.00 -0.04
S 1.6844 3.5756 -2.9719 0.13 0.23 -0.28
O 0.5917 2.6408 -2.8747 0.05 0.06 0.23
O 1.4804 4.8292 -3.6167 -0.02 -0.06 -0.11
N 3.0178 2.9181 -3.5261 -0.02 -0.06 0.09
S 3.4041 1.4208 -3.2876 0.02 0.06 -0.06
O 2.7622 0.8000 -2.1439 -0.08 -0.11 0.14
O 4.8113 1.2347 -3.4442 0.00 -0.01 -0.01
C 2.6743 0.5001 -4.7245 -0.04 -0.01 -0.02
F 2.8287 1.1669 -5.8646 0.06 0.04 0.00
F 3.2833 -0.6861 -4.8476 0.05 -0.03 0.04
F 1.3740 0.2689 -4.5419 -0.06 0.05 0.03
C -2.4394 -2.3454 2.9668 0.01 -0.01 -0.03
As -1.3277 -1.8553 1.4153 0.06 -0.04 0.03
C 0.0419 -0.9180 2.4658 -0.05 0.00 0.09
C -0.3234 -3.5496 1.2377 0.01 0.02 0.03
C -0.7080 -4.7093 1.9085 -0.05 -0.01 0.01
C -0.0040 -5.8959 1.7598 -0.01 0.01 0.00
C 1.1100 -5.9417 0.9373 0.01 0.02 -0.01
C 1.5022 -4.7955 0.2628 0.05 -0.01 -0.02
C 0.7965 -3.6042 0.3970 -0.04 0.02 0.02
As 1.3661 -2.0076 -0.5868 0.08 0.22 -0.20
C 1.8639 -2.8310 -2.2900 -0.01 -0.08 0.05
C 3.1743 -1.8223 0.1432 0.00 -0.07 0.02
H -1.8468 -2.7163 3.8041 0.00 -0.01 -0.03
H -3.1842 -3.0880 2.6816 -0.01 0.01 0.01
H -2.9674 -1.4439 3.2788 0.00 -0.01 0.01
H 0.4638 -1.5850 3.2185 0.00 0.01 -0.01
H -0.4126 -0.0458 2.9342 -0.01 -0.03 -0.03
H 0.8212 -0.5517 1.8035 0.03 0.02 0.01
H -1.5728 -4.6979 2.5597 0.01 0.00 0.00
H -0.3259 -6.7834 2.2902 -0.01 -0.01 0.01
H 1.6692 -6.8613 0.8207 0.01 -0.01 -0.01
H 2.3749 -4.8334 -0.3810 -0.03 -0.01 0.04
H 2.6279 -3.5992 -2.1629 -0.03 0.04 -0.03
H 2.2500 -2.0460 -2.9371 0.01 -0.01 0.00
H 0.9801 -3.2712 -2.7510 0.02 0.02 0.00
H 3.6955 -2.7806 0.1574 -0.02 0.02 -0.01
H 3.1202 -1.4278 1.1570 0.00 0.00 0.01
H 3.7141 -1.1158 -0.4859 0.00 0.02 0.00
O -3.0545 4.6259 -1.5499 0.00 0.00 0.01
S -2.3831 4.5736 -0.2779 0.01 0.04 -0.03
O -1.9490 5.8238 0.2907 0.00 -0.01 -0.01
N -1.1940 3.4731 -0.2727 -0.01 0.06 -0.02
C -1.4477 2.4709 0.5558 -0.01 -0.12 0.00
O -0.7038 1.4873 0.7465 0.10 -0.13 -0.09
C -2.7718 2.5846 1.2657 0.02 0.01 0.08
C -3.3414 1.7114 2.1736 -0.01 -0.02 0.02
C -4.5883 2.0297 2.6969 0.00 0.01 0.00
C -5.2436 3.1988 2.3155 0.01 -0.01 0.01
C -4.6668 4.0738 1.4020 0.02 -0.02 0.00
C -3.4283 3.7359 0.8956 -0.02 0.03 0.00
H -2.8202 0.8062 2.4577 0.02 0.01 -0.02
H -5.0601 1.3638 3.4090 0.00 0.00 0.00
H -6.2146 3.4263 2.7366 -0.01 0.00 0.00
H -5.1658 4.9831 1.0970 -0.02 0.02 0.00
```
Forces are in eV/Å.

As for the net charge: -1. As for the highest occupied orbital energy: -6.343 eV. The value obtained for the HOMO-LUMO gap is 8.43 eV.

And the natural (NBO) charges, in e, turn out to be: Na 0.90; F -0.31; C 0.72; F -0.34; F -0.28; S 2.25; O -0.97; O -0.90; N -1.21; S 2.26; O -1.02; O -0.92; C 0.71; F -0.31; F -0.32; F -0.31; C -0.97; As 0.92; C -0.94; C -0.36; C -0.23; C -0.21; C -0.23; C -0.24; C -0.24; As 0.85; C -0.95; C -0.95; H 0.21; H 0.22; H 0.23; H 0.21; H 0.24; H 0.23; H 0.21; H 0.21; H 0.21; H 0.20; H 0.21; H 0.24; H 0.23; H 0.21; H 0.23; H 0.25; O -0.95; S 2.31; O -0.95; N -0.88; C 0.61; O -0.77; C -0.06; C -0.20; C -0.22; C -0.21; C -0.19; C -0.31; H 0.21; H 0.21; H 0.21; H 0.23

Here is a structure of composition C31H39AsHgN5OS5 from the OMol25 dataset. Energies are from ωB97M-V/def2-TZVPD.

```
83
Properties=species:S:1:pos:R:3:forces:R:3
Hg -0.4435 -0.1742 0.0678 -0.23 -0.56 -0.15
O -0.4164 3.3322 -0.6686 0.08 0.03 0.22
S -1.7943 2.8287 -0.4020 -0.40 0.26 -0.64
C -2.9038 4.1790 -0.8944 -0.03 -0.08 0.10
C -2.3470 5.3431 -1.3882 0.11 0.01 0.00
C -3.1867 6.3548 -1.8403 -0.05 -0.02 0.06
C -4.5640 6.1943 -1.7798 0.06 0.06 0.04
C -5.1100 5.0216 -1.2690 -0.01 -0.04 0.04
C -4.2799 4.0043 -0.8265 0.04 0.00 0.05
C -2.2542 1.8368 -1.8450 -0.05 -0.05 0.11
C -1.6804 2.1368 -3.0717 0.08 -0.01 -0.02
C -2.0348 1.3853 -4.1804 0.02 -0.01 0.06
C -2.9486 0.3426 -4.0517 0.02 -0.02 0.03
C -3.5284 0.0654 -2.8221 -0.04 0.06 -0.11
C -3.1892 0.8221 -1.7072 0.05 -0.02 0.08
H -1.2679 5.4368 -1.4265 -0.04 0.00 0.02
H -2.7627 7.2711 -2.2320 -0.01 -0.03 0.00
H -5.2123 6.9921 -2.1198 -0.01 -0.04 -0.01
H -6.1844 4.8966 -1.2100 0.04 0.02 -0.03
H -4.6959 3.0777 -0.4462 -0.02 0.04 0.05
H -0.9600 2.9438 -3.1387 -0.03 -0.02 -0.01
H -1.6001 1.6112 -5.1462 0.02 -0.02 0.01
H -3.1955 -0.2647 -4.9140 -0.04 0.05 0.01
H -4.2418 -0.7435 -2.7283 0.05 0.00 0.05
H -3.6192 0.6059 -0.7345 0.05 -0.01 -0.05
S -5.9265 -0.9185 4.5827 -0.03 0.01 -0.09
C -4.9824 -0.9606 3.2266 0.16 0.25 0.05
S -4.3914 -2.4252 2.4976 0.17 0.18 -0.19
C -3.4859 -1.4884 1.3014 -0.40 -0.25 0.67
N -3.6264 -0.2204 1.4597 -0.01 0.27 -0.21
N -4.4660 0.0788 2.5127 -0.28 -0.32 0.01
C -4.8344 1.4564 2.6519 0.10 -0.01 -0.01
C -6.1695 1.8257 2.7344 0.00 -0.02 -0.07
C -6.4976 3.1716 2.7957 0.07 0.04 0.01
C -5.4984 4.1376 2.7841 -0.09 -0.01 -0.03
C -4.1685 3.7538 2.7058 0.04 0.02 -0.04
C -3.8289 2.4107 2.6341 0.10 -0.04 0.07
S -2.5716 -2.3092 0.1050 0.89 0.49 -0.22
H -6.9405 1.0703 2.7497 -0.01 -0.04 0.00
H -7.5387 3.4658 2.8459 0.03 -0.02 0.02
H -5.7576 5.1884 2.8237 0.00 -0.02 0.02
H -3.3905 4.5074 2.6914 0.01 -0.03 0.00
H -2.7966 2.0880 2.5664 -0.08 0.03 -0.01
C 2.8625 1.2751 -0.3452 0.20 0.11 -0.16
C 4.2759 1.5655 -0.9263 -0.26 0.00 -0.07
N 4.2368 1.4574 -2.3871 0.26 0.04 -0.13
C 3.1689 2.3112 -2.9117 -0.09 -0.20 0.08
C 1.7889 1.7866 -2.4164 0.24 -0.01 -0.08
N 2.0144 0.7347 -1.4158 -0.53 -0.07 0.28
C 2.6718 -0.4185 -2.0363 0.17 0.17 -0.12
C 3.9652 0.0676 -2.7581 -0.17 0.05 0.22
H 2.3826 2.1818 0.0321 -0.01 -0.03 -0.04
H 2.9215 0.5475 0.4584 -0.08 -0.05 0.07
H 5.0020 0.8398 -0.5543 0.03 0.04 0.01
H 4.6161 2.5667 -0.6537 0.04 -0.03 -0.01
H 3.2236 2.3038 -4.0025 0.02 0.03 0.01
H 3.3509 3.3333 -2.5732 0.00 -0.02 0.00
H 1.2110 1.3603 -3.2403 -0.02 -0.03 0.05
H 1.2003 2.5736 -1.9523 -0.06 -0.01 -0.02
H 1.9756 -0.8831 -2.7392 -0.02 -0.02 0.05
H 2.9089 -1.1321 -1.2459 -0.04 -0.02 0.04
H 3.8539 0.0176 -3.8427 0.04 0.01 -0.01
H 4.8224 -0.5456 -2.4724 0.01 0.01 -0.04
C 1.6844 1.4206 3.7776 -0.05 0.09 -0.06
C 0.3667 1.1965 3.1947 -0.07 -0.04 -0.03
N -0.6692 1.0227 2.7261 0.24 0.02 0.05
H 2.3784 0.6772 3.3899 -0.01 -0.06 0.00
H 1.6326 1.3381 4.8617 -0.02 -0.01 -0.02
H 2.0311 2.4173 3.5060 0.00 -0.02 0.03
C 3.6757 -4.7842 1.3388 -0.10 -0.13 -0.02
As 2.2382 -3.4948 1.4120 0.15 -0.28 0.16
C 1.0355 -4.2269 2.7290 -0.11 -0.03 -0.12
C 1.3275 -3.7013 -0.2769 -0.05 0.00 0.06
S 2.9815 -1.6175 1.9042 -0.11 0.11 -0.09
H 3.2845 -5.7702 1.0834 0.03 0.03 -0.01
H 4.1546 -4.8204 2.3141 -0.02 0.03 0.05
H 4.4121 -4.4700 0.6039 -0.03 0.05 -0.06
H 0.8044 -5.2613 2.4736 -0.01 0.02 0.00
H 0.1181 -3.6421 2.7515 -0.01 0.04 -0.04
H 1.5162 -4.1827 3.7017 0.07 0.03 0.04
H 0.9843 -4.7330 -0.3561 0.00 0.01 0.00
H 2.0101 -3.4770 -1.0917 0.06 0.04 -0.02
H 0.4700 -3.0321 -0.3173 -0.01 0.01 0.03
```
Forces are in eV/Å.

Its expectation value of S² is 0.7608. As for the highest occupied orbital energy (alpha / beta): -7.380 / -7.375 eV. The value obtained for the HOMO-LUMO gap (alpha / beta) is 7.76 / 5.28 eV. Its spin multiplicity is 2.

And the Löwdin charges, in e, turn out to be: Hg 0.82; O -0.55; S 0.91; C -0.36; C -0.07; C -0.07; C -0.08; C -0.07; C -0.08; C -0.42; C -0.08; C -0.07; C -0.08; C -0.08; C -0.14; H 0.11; H 0.10; H 0.10; H 0.11; H 0.11; H 0.11; H 0.11; H 0.10; H 0.11; H 0.07; S 0.57; C -1.12; S 0.95; C -1.17; N 0.00; N -0.15; C -0.22; C -0.04; C -0.08; C -0.09; C -0.09; C -0.04; S 0.43; H 0.10; H 0.10; H 0.10; H 0.11; H 0.06; C -0.19; C -0.15; N -0.17; C -0.15; C -0.16; N -0.20; C -0.17; C -0.15; H 0.12; H 0.00; H 0.11; H 0.11; H 0.11; H 0.12; H 0.11; H 0.08; H 0.11; H 0.08; H 0.11; H 0.11; C -0.06; C -0.26; N 0.11; H 0.02; H 0.09; H 0.09; C -0.27; As 0.60; C -0.25; C -0.26; S 0.08; H 0.04; H 0.03; H 0.03; H 0.04; H 0.04; H 0.04; H 0.04; H 0.03; H -0.03

| no. | F_max (eV/Å) | M (g/mol) | energy (eV) |
| --- | --- | --- | --- |
| 1 | 7.93 | 1515.6 | -253807.676 |
| 2 | 0.39 | 771.4 | -212247.983 |
| 3 | 1.04 | 933.5 | -161465.472 |